Molecular formula: C5H14NO
Method: DFT, the ωB97M-V functional and the def2-TZVPD basis

```
21
Properties=species:S:1:pos:R:3:forces:R:3
C -1.51580 -0.15998 -0.44902 1.5 -0.1 -0.8
C -0.55190 -1.36563 -0.38549 -0.3 0.4 1.0
C 0.71812 -1.11351 0.40004 0.1 0.1 -0.6
C 0.79007 -1.24675 1.71327 -0.4 0.1 0.7
C 1.94724 -1.08904 2.64262 -0.4 0.7 -0.7
N -0.69440 1.13009 -0.68818 -1.6 -1.5 -0.7
H -2.15984 -0.32702 -1.31894 -0.5 0.5 0.7
H -1.93932 -0.00889 0.52675 -0.8 -0.1 0.0
H -1.14479 -2.08667 0.17183 0.0 -0.5 -0.2
H -0.32085 -1.76411 -1.35975 0.0 -0.1 -0.4
H 1.60316 -0.85939 -0.17016 0.3 -0.1 -0.1
H -0.15422 -1.42987 2.22197 -0.1 -0.3 0.1
H 1.76858 -0.15533 3.17915 0.3 0.0 0.2
H 1.94984 -1.87554 3.37617 0.1 -0.4 0.2
H 2.88963 -1.02980 2.11128 0.2 0.0 0.0
H 0.22875 0.83971 -0.34110 0.1 1.0 0.0
H -0.74276 1.34582 -1.69103 1.0 0.2 0.1
H -1.16244 1.90131 -0.22198 0.6 0.2 0.4
H 0.11941 3.35052 -3.64541 0.1 -0.2 0.3
H -1.27862 3.06762 -3.13089 0.1 0.1 -0.1
O -0.34988 2.87646 -2.94117 -0.4 0.1 -0.2
```
Forces are in eV/Å.

Multiplicity ... 1
Net charge ... +1



Molecular formula: C5H14NO
Method: DFT, the ωB97M-V functional and the def2-TZVPD basis

```
21
Properties=species:S:1:pos:R:3:forces:R:3
C 0.07588 1.54267 1.50409 0.5 -1.0 0.5
C -0.62599 1.22710 0.19491 -3.2 0.9 -1.4
C -0.87660 -0.25280 -0.29634 2.3 -0.1 -0.9
C 0.48906 -0.97400 -0.76540 -0.4 0.7 1.4
C 1.79175 -0.72578 -2.98223 -0.9 -0.6 1.3
N 1.14450 -0.28158 -1.94134 -0.2 1.3 -2.6
H 0.04007 2.61321 1.74138 0.1 -0.3 -0.3
H -0.42247 1.02357 2.32612 0.1 0.1 -0.1
H 1.14497 1.18726 1.51446 -0.9 0.5 -0.1
H -1.69743 1.77734 0.12346 2.2 -1.4 0.6
H -0.13135 1.78544 -0.58960 0.4 0.0 -0.5
H -1.27375 -0.89314 0.50390 0.1 0.2 -0.3
H -1.44520 -0.40177 -1.24689 -0.4 0.9 1.1
H 1.19694 -1.01017 0.14509 -0.7 -0.1 -1.9
H 0.19057 -1.94122 -1.15540 0.4 -0.4 0.3
H 2.20478 0.00457 -3.69901 -0.5 -0.5 0.3
H 1.81986 -1.80207 -3.16603 0.8 0.2 0.3
H 0.82354 0.66011 -2.29909 0.4 -0.4 2.2
H -2.17307 -1.48712 3.19025 -0.9 -0.4 0.2
H -0.96846 -0.90491 3.87655 0.2 0.1 0.5
O -1.30759 -1.14672 3.02112 0.6 0.2 -0.7
```
Forces are in eV/Å.

Multiplicity ... 1
Net charge ... +1



Molecular formula: C5H14NO
Method: DFT, the ωB97M-V functional and the def2-TZVPD basis

```
21
Properties=species:S:1:pos:R:3:forces:R:3
C 1.95239 -0.62037 0.98025 2.7 1.6 0.0
C 1.12377 0.72425 0.97679 5.5 -0.4 2.9
C 1.76342 0.02564 -0.37419 -0.2 -1.4 -1.5
C 0.66792 -0.45400 -1.26168 1.0 1.8 -0.9
C -0.31585 0.76638 -1.59982 -0.3 -0.6 1.7
N -2.94875 0.40035 0.46421 -0.5 0.8 0.7
H 1.46807 -1.49701 1.31399 -1.3 -0.5 -0.6
H 3.07756 -0.87070 1.19573 -1.7 1.9 -0.2
H 1.74832 1.60442 1.34646 -1.3 -0.9 -1.0
H 0.20356 0.43404 1.35893 -2.0 0.4 -0.3
H 2.68621 0.55593 -0.84442 -1.9 -0.9 1.0
H 1.09378 -0.78122 -2.19718 0.1 -0.2 -0.4
H 0.31304 1.62941 -1.76599 0.2 0.0 -1.2
H -0.79409 1.16876 -0.68914 -0.4 -0.5 0.0
H -1.11617 0.46106 -2.28872 0.7 0.3 0.0
H 0.07361 -1.26345 -0.78725 -0.5 0.1 0.8
H -3.55853 0.91108 1.14554 1.0 -1.0 -0.8
H -2.50939 -0.47003 0.73135 -0.1 0.3 0.5
H -0.93522 -1.90937 1.55864 -0.9 -2.6 1.1
H -3.37007 0.31485 -0.43567 -0.5 0.1 -0.5
O -0.62358 -1.13001 1.17217 0.3 1.7 -1.4
```
Forces are in eV/Å.

Multiplicity ... 1
Net charge ... +1



Molecular formula: C5H14NO
Method: DFT, the ωB97M-V functional and the def2-TZVPD basis

```
21
Properties=species:S:1:pos:R:3:forces:R:3
C 1.46762 1.26958 0.04818 -0.2 0.2 -0.1
C 1.77484 -0.21500 -0.12391 0.7 0.3 -0.1
C 0.68530 -1.00909 -0.82822 -0.3 0.7 -0.4
C -0.75675 -0.74317 -0.33904 0.4 -0.7 -0.2
C -0.79196 -1.62106 1.90706 -0.4 -0.8 -0.2
N -0.86252 -0.62973 1.12585 0.5 0.2 0.7
H 1.32202 1.79390 -0.89908 0.0 -0.2 -0.1
H 0.57613 1.49413 0.63832 -0.1 -0.1 0.1
H 2.28633 1.75865 0.56076 0.2 0.1 0.1
H 2.66627 -0.27162 -0.75230 0.0 -0.1 -0.1
H 2.15109 -0.61688 0.82258 -0.5 -0.3 0.1
H 0.67218 -0.64312 -1.86458 0.0 -0.2 0.1
H 0.87614 -2.07468 -0.92029 0.2 -0.1 0.4
H -1.16633 0.14430 -0.79481 -0.1 0.3 0.3
H -1.37448 -1.60388 -0.58928 -0.2 0.1 -0.1
H -0.92492 -1.51887 2.97467 0.3 0.2 0.1
H -0.68525 -2.60797 1.46618 -0.1 0.0 0.1
H -0.85014 0.27366 1.59833 -0.3 0.2 -0.6
H -2.40892 2.96465 -0.99847 0.0 -0.1 0.3
H -2.39324 1.84620 -1.98739 0.0 -0.2 0.1
O -2.26342 2.01000 -1.04455 0.0 0.3 -0.4
```
Forces are in eV/Å.

Multiplicity ... 1
Net charge ... +1



Molecular formula: C5H14NO
Method: DFT, the ωB97M-V functional and the def2-TZVPD basis

```
21
Properties=species:S:1:pos:R:3:forces:R:3
C -0.45150 1.00558 1.17384 -1.3 2.2 -1.5
C 0.84965 0.37070 1.49361 2.5 -1.8 1.7
C 1.39188 -0.69491 0.43396 -2.9 1.4 2.0
C 0.78307 -1.87856 0.47499 -0.8 -1.7 0.1
C 2.23396 -0.11920 -0.58820 3.5 -1.4 -2.5
N -1.32125 0.21158 0.08808 1.7 0.1 0.4
H -0.99401 1.27261 2.13096 -0.1 -0.8 -1.4
H -0.31223 1.99569 0.65310 -0.1 -1.0 0.5
H 0.76634 -0.02939 2.56613 0.2 -0.1 -1.7
H 1.64495 1.13790 1.61722 -0.7 -0.2 -0.3
H 0.09927 -2.11565 1.31544 0.6 0.4 -0.2
H 0.78887 -2.76922 -0.20846 0.7 1.3 0.3
H 2.04085 -0.61421 -1.58811 0.2 0.4 1.0
H 2.27283 0.96402 -0.79800 -0.4 -0.4 0.7
H 3.34192 -0.45154 -0.34335 -1.9 0.9 -0.5
H -1.02750 0.48629 -0.93585 -1.4 -0.4 2.3
H -1.15216 -0.80697 0.18025 0.5 0.5 -0.1
H -2.29894 0.30442 0.33875 -0.3 0.7 -0.8
H -2.83728 1.23427 -3.05487 -1.5 3.6 -4.3
H -3.19045 -0.16524 -2.52804 1.0 1.8 -0.1
O -2.62826 0.66182 -2.42145 0.6 -5.5 4.4
```
Forces are in eV/Å.

Multiplicity ... 1
Net charge ... +1



Molecular formula: C5H14NO
Method: DFT, the ωB97M-V functional and the def2-TZVPD basis

```
21
Properties=species:S:1:pos:R:3:forces:R:3
C -2.24772 0.12066 1.19851 -0.9 -0.7 -0.1
C -1.09699 1.08470 1.31955 1.4 0.8 -1.1
C -0.42777 1.55779 -0.02930 -1.4 -1.9 0.1
C 0.03151 0.33200 -0.86959 -0.7 0.7 0.4
C 2.18701 -0.40509 -1.62208 0.9 0.9 -0.8
N 1.49313 0.14686 -0.71283 -1.1 -1.2 -0.8
H -2.88536 0.12540 2.08297 0.1 0.1 0.1
H -2.94683 0.30080 0.35769 0.5 0.1 0.2
H -1.91126 -0.93816 1.12580 -0.1 0.6 -0.1
H -1.26695 2.06873 1.77549 -0.6 -0.6 0.5
H -0.29110 0.59420 1.87137 -0.1 0.1 0.4
H -1.21570 1.99655 -0.63471 0.2 0.8 0.1
H 0.35275 2.21792 0.30304 0.4 0.6 -0.7
H -0.62713 -0.46833 -0.49735 1.1 -0.5 0.1
H -0.22840 0.32956 -1.93826 0.5 0.6 0.3
H 3.27081 -0.47215 -1.67716 0.0 -0.2 1.2
H 1.79301 -0.66403 -2.59684 -0.9 0.0 0.2
H 1.83818 0.30232 0.22790 0.5 0.2 -0.1
H 0.70899 -2.53236 0.50841 0.6 -0.6 -0.3
H 1.94341 -3.27118 -0.18347 -0.3 -0.4 0.3
O 1.52642 -2.42619 -0.00914 -0.3 0.5 0.1
```
Forces are in eV/Å.

Multiplicity ... 1
Net charge ... +1



Molecular formula: C5H14NO
Method: DFT, the ωB97M-V functional and the def2-TZVPD basis

```
21
Properties=species:S:1:pos:R:3:forces:R:3
C -0.69108 -0.57401 0.67818 -0.3 -0.5 0.4
O -1.61653 0.26965 -0.00004 0.5 0.3 -0.3
C 0.52139 0.25821 0.80193 -0.3 0.4 0.1
C 1.35287 0.56787 -0.30263 -0.3 -0.1 -0.8
C 2.86110 0.24107 -0.01344 0.1 0.0 0.4
C 3.09212 -1.26077 0.10685 -0.3 0.2 0.1
N -4.57171 0.58233 -1.09196 0.1 0.6 -0.1
H -0.50514 -1.41867 0.01490 0.0 -0.1 0.0
H -1.10020 -0.92027 1.63131 0.2 0.1 -0.1
H -1.52522 1.20156 0.24598 -0.4 0.0 0.1
H 0.69195 0.77753 1.75012 0.2 -0.2 0.0
H 0.97519 0.08848 -1.21136 0.2 0.0 0.1
H 1.29061 1.66742 -0.43224 0.2 -0.1 0.1
H 3.43720 0.69362 -0.81555 0.0 0.0 -0.1
H 3.14425 0.75102 0.90796 0.0 0.0 0.0
H 4.09947 -1.46321 0.45931 0.1 0.0 -0.1
H 2.39927 -1.70352 0.82349 0.0 -0.1 0.2
H 2.92342 -1.76270 -0.83914 0.1 -0.1 -0.2
H -3.74279 0.09057 -0.80653 -0.2 -0.3 0.1
H -5.13143 0.86658 -0.30116 0.0 -0.2 0.0
H -5.12415 0.06058 -1.75188 0.0 -0.2 0.1
```
Forces are in eV/Å.

Multiplicity ... 1
Net charge ... +1



Molecular formula: C5H14NO
Method: DFT, the ωB97M-V functional and the def2-TZVPD basis

```
21
Properties=species:S:1:pos:R:3:forces:R:3
C -1.94058 -0.53614 1.55643 1.0 -1.9 1.1
C -0.55700 -1.13845 1.66628 1.2 0.2 -2.4
C 0.18134 -1.25101 0.21254 2.8 0.3 5.0
C 0.14210 0.03682 -0.45461 -5.7 -4.7 -3.1
C -0.72132 0.32964 -1.38747 2.0 2.4 1.1
N 1.66574 3.61349 -0.16808 3.9 -1.1 0.4
H -2.67015 -1.25492 1.16168 0.1 0.4 0.1
H -1.84934 0.33061 0.98863 -0.6 1.7 -0.7
H -2.11432 -0.32761 2.59201 -1.1 0.5 0.4
H -0.56686 -2.09226 2.09748 -0.2 -1.9 0.1
H 0.13557 -0.67201 2.33586 0.2 1.1 0.3
H 1.26179 -1.53369 0.36544 -0.9 -0.6 -0.1
H -0.36315 -2.05259 -0.34256 0.7 0.9 -0.9
H -0.61928 1.33047 -1.73352 -0.4 1.0 -1.3
H -1.58486 -0.32398 -1.69969 0.9 0.6 0.6
H 1.42184 4.48409 0.16672 -1.8 2.2 0.3
H 2.27779 3.34703 0.61623 0.3 -0.2 -0.7
H 1.00974 2.90627 -0.14791 -2.4 -1.0 0.0
H 1.16036 -1.31644 -2.03419 1.3 -0.9 -1.7
H 2.06968 -1.82416 -3.31849 -0.4 0.5 0.4
O 1.66090 -2.05514 -2.47279 -0.8 0.4 1.1
```
Forces are in eV/Å.

Multiplicity ... 1
Net charge ... +1



Molecular formula: C5H14NO
Method: DFT, the ωB97M-V functional and the def2-TZVPD basis

```
21
Properties=species:S:1:pos:R:3:forces:R:3
C 0.21762 -1.08794 0.58948 -1.2 0.2 0.4
C -1.20992 -0.55290 0.44969 -0.4 1.3 0.0
C -1.70982 -0.40067 -1.01287 0.6 -0.1 1.1
C -1.94472 1.41964 -2.66492 0.0 0.3 -0.9
C -1.26628 0.88408 -1.66274 -0.2 -0.4 -0.7
N 1.13449 -0.02991 1.10416 -0.4 -0.1 1.2
H 0.21019 -1.93370 1.25286 0.4 -0.2 0.5
H 0.57870 -1.41833 -0.34481 0.6 -0.3 -1.1
H -1.27426 0.45463 0.89550 0.3 0.0 -0.1
H -1.94164 -1.05151 1.08509 0.3 -0.7 -0.3
H -1.29427 -1.23512 -1.58386 -0.4 -0.1 -0.1
H -2.79323 -0.46795 -0.94578 0.0 0.0 -0.5
H -2.84267 1.00148 -3.11151 -0.2 -0.2 0.6
H -1.60419 2.25682 -3.26808 0.3 0.1 0.4
H -0.26008 1.25804 -1.47653 -0.1 0.1 0.3
H 2.10600 -0.30254 1.30256 0.5 0.2 -0.6
H 0.82718 0.21628 2.04752 -0.3 0.2 -0.1
H 1.07520 0.83031 0.55921 0.3 -0.1 -0.2
H 4.05401 0.80620 2.57118 0.3 -0.3 0.3
H 4.13339 -0.75034 2.24727 0.5 0.1 0.5
O 3.80431 0.10342 1.96659 -0.8 0.0 -0.7
```
Forces are in eV/Å.

Multiplicity ... 1
Net charge ... +1



Molecular formula: C5H14NO
Method: DFT, the ωB97M-V functional and the def2-TZVPD basis

```
21
Properties=species:S:1:pos:R:3:forces:R:3
C 0.86882 1.74122 0.86204 0.1 -1.6 -0.8
C 0.08837 0.72286 -0.05480 0.2 0.0 0.3
C -0.36197 -0.59541 0.74070 1.0 2.0 2.8
C 0.86814 -1.31815 1.31109 -1.5 -1.3 -0.1
C 1.67437 -2.15544 0.57582 0.9 0.1 -1.8
N -1.14760 1.39259 -0.62518 -1.3 1.7 2.7
H 0.77824 2.75189 0.53380 -0.3 0.8 -0.4
H 1.95439 1.53537 0.77389 -0.6 -0.1 0.4
H 0.49485 1.68942 1.88081 0.2 0.0 0.1
H 0.64223 0.40946 -0.94390 0.2 0.1 0.3
H -1.01774 -0.37345 1.67444 1.0 0.1 -1.6
H -0.94320 -1.21234 0.11623 -0.4 -1.0 -1.0
H 1.02075 -1.53412 2.36089 -0.3 1.0 0.7
H 2.08766 -3.12229 0.94362 -0.3 0.8 -0.2
H 1.93534 -1.80627 -0.44782 0.1 -0.7 0.5
H -1.78053 1.52853 0.23447 0.7 0.0 -1.6
H -0.94729 2.39344 -0.93351 -0.2 -1.6 0.0
H -1.71503 0.84492 -1.29999 0.7 -0.2 -0.1
H -1.43545 -1.70106 -2.20934 -0.3 -0.2 -0.7
H -1.60131 -0.44514 -3.21369 0.1 -1.1 1.0
O -1.46305 -0.74602 -2.27958 0.0 1.2 -0.6
```
Forces are in eV/Å.

Expectation value of S² ... 0.75
Multiplicity ... 2
Net charge ... +2



Molecular formula: C5H14NO2
Method: DFT, the ωB97M-V functional and the def2-TZVPD basis

```
22
Properties=species:S:1:pos:R:3:forces:R:3
C -0.91512 -1.19857 2.19389 -0.4 -0.1 -0.9
C -1.56016 0.12968 2.55297 0.3 0.3 0.7
C 0.19935 -1.07871 1.13356 -0.6 0.0 0.0
N -0.21580 -1.70280 -0.12211 0.3 -0.8 -0.3
C 0.63408 -1.28943 -1.24211 -0.1 -0.2 0.3
C 0.37460 0.10833 -1.77835 1.1 1.3 0.1
O 1.35916 1.00470 -1.35842 -0.1 -0.5 0.0
H -1.68760 -1.79057 1.69459 -0.1 -0.2 0.2
H -0.61924 -1.78776 3.06292 0.1 0.2 0.1
H -1.00100 0.68806 3.30885 0.2 -0.1 0.0
H -2.55714 0.01063 2.98458 -0.1 0.0 -0.3
H -1.56869 0.78024 1.68229 -0.4 0.0 -0.2
H 0.48102 -0.03570 0.93717 0.1 0.0 0.4
H 1.06119 -1.64040 1.47068 0.5 0.1 0.1
H -1.18887 -1.55657 -0.35275 0.0 0.4 0.2
H 1.65968 -1.26345 -0.86867 0.1 -0.1 -0.1
H 0.59979 -2.01594 -2.06216 -0.2 -0.2 0.2
H -0.60705 0.48544 -1.43775 -0.4 -0.3 -0.2
H 0.36693 0.04565 -2.87949 -0.3 0.0 -0.2
H -0.10563 3.24779 -0.64065 -0.1 0.1 0.1
H 0.92669 2.23256 -1.39194 -0.2 0.2 -0.2
O 0.46370 3.27704 -1.41119 0.2 -0.2 0.0
```
Forces are in eV/Å.

Multiplicity ... 1
Net charge ... -1



Asked for energy relative to the best compared isomer or geometry (same formula, charge and spin) across the records above, the calculation gives 29.9 63.3 252.1 35.3 57.9 49.6 91.9 178.4 36.1 29.1 15.4 kcal per mole in order.